No. 1
C4H10N2 in the gas phase, computed with ωB97M-V/def2-TZVPD.

* ΔE to the lowest compared entry with this formula, charge and spin: 82.2 kcal per mole
* orbital gap: 8.41 eV

```
! RIJCOSX wB97M-V def2-TZVPD def2/J DEFGRID3
* xyz 0 1
C 1.2808 -0.8968 -0.1095
C 2.7257 -1.1447 0.0685
C -2.7430 1.1089 0.0817
C -1.4306 0.3420 -0.3885
N 0.7888 0.2691 0.3648
N -0.3385 0.9509 0.3946
H 0.7816 -1.6783 -0.6185
H 2.9565 -0.6429 0.9667
H 3.4255 -0.7342 -0.8083
H 2.9439 -2.1654 0.0780
H -2.7273 0.8667 1.0923
H -2.6550 2.2315 -0.0244
H -3.6921 0.9563 -0.3764
H -1.4403 -0.7852 -0.0453
H -1.3203 0.4061 -1.4617
H 1.4443 0.9159 0.7861
*
```



No. 2
2 unconnected molecules or ions with the total composition C4H10N2, computed with ωB97M-V/def2-TZVPD.

* ΔE to the lowest compared entry with this formula, charge and spin: 53.1 kcal per mole
* orbital gap: 10.25 eV
* SMILES: [H]/N=C/N.C=CC

```
! RIJCOSX wB97M-V def2-TZVPD def2/J DEFGRID3
* xyz 0 1
C 2.4881 -1.0210 0.8002
C 1.8758 0.4097 0.6405
C 2.0333 1.3977 1.5356
H 2.1673 -1.8945 0.1789
H 2.3939 -1.2604 1.8892
H 3.5401 -1.0305 0.7501
H 1.5541 0.6122 -0.4015
H 1.8057 2.4711 1.3514
H 2.2489 1.1908 2.6283
N -2.1547 0.3116 -0.5621
C -2.9146 -0.3897 -1.5255
N -3.8998 -1.1408 -1.3579
H -2.7817 0.9307 -0.0360
H -1.5977 0.9979 -1.1234
H -2.4321 -0.3727 -2.5126
H -4.3268 -1.2121 -2.2552
*
```



No. 3
2 unconnected molecules or ions with the total composition C4H10N2, computed with ωB97M-V/def2-TZVPD.

* ΔE to the lowest compared entry with this formula, charge and spin: 55.3 kcal per mole
* orbital gap: 10.23 eV
* SMILES: C=CC.C=NN

```
! RIJCOSX wB97M-V def2-TZVPD def2/J DEFGRID3
* xyz 0 1
C 1.7692 0.6174 1.4085
C 0.6725 0.3230 2.0804
C -1.8975 0.5137 -0.9138
C 1.9464 0.3749 -0.0529
N -1.2517 -0.5594 -1.0732
N -1.8711 -1.6870 -1.4446
H 2.6172 1.0632 1.9154
H -2.8072 -1.6185 -1.8415
H -1.2551 -2.3557 -1.8790
H -0.1788 -0.1222 1.5921
H 0.5792 0.5117 3.1371
H -1.3625 1.3678 -0.5406
H -2.9648 0.6181 -1.1214
H 1.0432 -0.0510 -0.4829
H 2.7814 -0.3056 -0.2205
H 2.1795 1.3096 -0.5631
*
```



No. 4
A gas-phase ion, C4H10N2O (charge -1), computed with ωB97M-V/def2-TZVPD.

* ΔE to the lowest compared entry with this formula, charge and spin: 36.6 kcal per mole
* orbital gap (alpha / beta): 2.71 / 6.67 eV

```
! RIJCOSX wB97M-V def2-TZVPD def2/J DEFGRID3
* xyz -1 2
C -0.0544 -0.2613 0.8633
C -1.5567 -0.3596 0.9081
C -2.3462 0.7131 0.0978
O -1.8459 1.5347 -0.6944
N 0.4487 -0.6189 -0.3966
C 1.8866 -1.0364 -0.4032
N 2.7734 0.1892 -0.3720
H 0.1992 0.7307 1.1281
H 0.4691 -0.9921 1.5874
H -1.8859 -0.4645 1.8896
H -1.8569 -1.2919 0.4209
H -3.4348 0.8755 0.3590
H 0.4435 0.0473 -1.1241
H 2.1554 -1.7270 -1.1710
H 2.1346 -1.5271 0.5176
H 2.6799 0.8554 -1.1554
H 3.7326 -0.1108 -0.3125
*
```



Which value of ΔE to the lowest compared entry with this formula, charge and spin does entry 3 give? 55.3 kcal per mole